# 1
Here is a single C3H4N2O2S molecule from the OMol25 dataset. Energies are from ωB97M-V/def2-TZVPD.

SMILES: NC1=NOC(=O)[C@H]1S
Orbital gap in eV: 9.84
E in a.u.: -774.81639

Element x y z (Å)
C1 0.69108 0.27048 0.51900
C2 -0.43485 0.56142 -1.54100
C3 -0.69948 0.15351 -0.15629
H1 1.92635 -0.44617 2.03828
H2 0.29901 -0.71653 2.26530
H3 -1.51003 0.73776 0.40644
H4 -0.67382 -1.90537 -1.02762
N1 0.92744 0.03910 1.82484
N2 1.46182 0.98508 -0.26779
O1 0.66023 1.37860 -1.40032
O2 -1.07728 0.33055 -2.52503
S1 -1.57047 -1.38844 -0.13581

Atom charges from the Löwdin analysis, given in e for atoms 1 to 8:
1 C -0.43
2 C -0.54
3 C -0.56
4 H 0.18
5 H 0.12
6 H 0.15
7 H -0.08
8 N 0.09



# 2
Here is a gas-phase ion, C3H9N2 (charge +1) from the OMol25 dataset. Energies are from ωB97M-V/def2-TZVPD.

SMILES: CC/[NH+]=C/N
Total charge: +1
Orbital gap in eV: 11.49
E in a.u.: -228.97524

Element x y z (Å)
C1 1.64145 0.85801 -1.00649
C2 0.21739 0.98262 -0.49484
N1 -1.45634 -1.67443 1.41620
C3 -1.12546 -0.48108 0.91690
N2 -0.37831 -0.31172 -0.14045
H1 1.87658 1.67001 -1.67918
H2 1.70236 0.01945 -1.69781
H3 2.39518 0.80406 -0.23244
H4 -0.38154 1.40185 -1.28863
H5 0.20514 1.65509 0.35616
H6 -0.85220 -2.45349 1.20600
H7 -2.37875 -1.75164 1.82113
H8 -1.47745 0.42563 1.39599
H9 0.01193 -1.14436 -0.57253

Atom charges from the Löwdin analysis, given in e for atoms 1 to 8:
1 C -0.06
2 C -0.20
3 N 0.18
4 C -0.12
5 N 0.08
6 H 0.09
7 H 0.08
8 H 0.09



# 3
Here is a molecular structure, C26H49Cl10FO21 from the OMol25 dataset. Energies are from ωB97M-V/def2-TZVPD.

Multiplicity: 2
⟨S²⟩: 0.754
Total charge: +1
Orbital gap (spin up / spin down) in eV: 9.90 / 2.85
E in a.u.: -7301.50194

Element x y z (Å)
C1 -17.21536 -18.26579 -11.09716
O1 -16.50549 -19.06482 -10.31115
C2 -16.36268 -18.67445 -8.98382
O2 -16.51264 -17.55880 -8.49358
O3 -15.79564 -19.68223 -8.36789
C3 -15.26159 -19.61657 -7.10883
H1 -18.26133 -18.21614 -10.79453
H2 -17.16386 -18.56871 -12.14295
H3 -16.78817 -17.26437 -11.14978
H4 -15.93132 -19.14979 -6.38655
H5 -14.30624 -19.10184 -7.21106
H6 -15.07598 -20.63962 -6.78170
C4 -12.65022 -17.19139 1.55343
O4 -12.47743 -16.42242 2.72018
C5 -11.22591 -15.90625 3.02545
O5 -10.25326 -16.09250 2.28452
O6 -11.27885 -15.31292 4.21231
C6 -10.12307 -14.83817 4.79169
H7 -12.38625 -16.65261 0.64342
H8 -13.69867 -17.45310 1.41077
H9 -12.02097 -18.08062 1.59115
H10 -10.36682 -14.32329 5.72098
H11 -9.76636 -14.11725 4.05607
H12 -9.37515 -15.61966 4.92580
C7 -13.58385 -23.01780 -2.80760
O7 -12.58031 -22.16876 -3.30937
C8 -12.70903 -21.56656 -4.50380
O8 -13.70221 -21.69073 -5.25408
O9 -11.56070 -20.86246 -4.71607
C9 -11.26580 -20.38894 -6.01114
H13 -14.02132 -23.68811 -3.54746
H14 -14.35679 -22.40299 -2.34645
H15 -13.17218 -23.58963 -1.97595
H16 -10.49685 -19.62376 -5.90475
H17 -12.16592 -19.92954 -6.41958
H18 -10.78596 -21.11269 -6.66997
C10 -16.49605 -20.65255 -3.82952
O10 -17.41551 -19.94781 -2.98420
C11 -17.85462 -18.78567 -3.49905
O11 -17.76423 -18.41235 -4.68299
O12 -18.52036 -18.17517 -2.47306
C12 -19.50107 -17.14337 -2.71065
H19 -16.25736 -21.64278 -3.44146
H20 -15.54489 -20.13241 -3.71615
H21 -16.68293 -20.75627 -4.89836
H22 -19.95875 -17.43173 -3.65695
H23 -18.92758 -16.22721 -2.85156
H24 -20.23295 -17.09494 -1.90436
C13 -13.40472 -14.37902 -1.06255
O13 -14.48560 -15.35763 -1.07558
C14 -15.42862 -15.19890 -0.18956
O14 -15.53834 -14.25511 0.57200
O15 -16.30282 -16.25434 -0.37393
C15 -17.42573 -16.19252 0.52237
H25 -13.72470 -13.34518 -0.93262
H26 -12.78880 -14.52905 -1.94925
H27 -12.74773 -14.58458 -0.21745
H28 -18.07009 -15.37537 0.19809
H29 -17.16250 -16.23012 1.57944
H30 -17.92744 -17.15142 0.39238
C16 -11.21258 -22.21666 0.43073
O16 -12.57450 -21.92851 0.35188
C17 -13.10247 -20.78921 -0.09868
O17 -12.41813 -19.77730 -0.41631
O18 -14.39671 -20.88081 -0.06412
C18 -15.30763 -19.87999 -0.46599
H31 -11.26713 -23.29511 0.28214
H32 -10.89886 -22.01828 1.45558
H33 -10.53163 -21.66936 -0.22109
H34 -14.98199 -19.52451 -1.44359
H35 -15.25963 -19.07760 0.27020
H36 -16.28999 -20.35226 -0.46053
C19 -12.30166 -17.16516 -2.84602
C20 -13.22704 -18.26600 -3.34113
O19 -12.99244 -18.12734 -4.75639
C21 -12.78489 -16.82368 -4.95934
O20 -12.72816 -16.28130 -6.03258
O21 -12.53740 -16.18492 -3.81807
F1 -14.44761 -17.87259 -3.01360
H37 -11.27576 -17.47301 -2.64387
H38 -12.70236 -16.93434 -1.85898
H39 -12.91382 -19.17562 -2.82871
C22 -9.52061 -15.55709 -6.87609
Cl1 -10.45525 -14.17256 -7.53891
Cl2 -9.00924 -16.65527 -8.14456
H40 -8.62643 -15.17590 -6.38290
H41 -10.15023 -16.14306 -6.20653
C23 -12.89369 -16.97627 -8.97744
Cl3 -13.28034 -16.38988 -10.60262
Cl4 -11.65737 -18.24303 -8.97156
H42 -12.49982 -16.15884 -8.37348
H43 -13.86755 -17.30049 -8.61060
C24 -11.43539 -12.84453 -4.59441
Cl5 -10.07180 -11.77544 -4.98120
Cl6 -12.68549 -11.93302 -3.84364
H44 -11.86259 -13.19513 -5.53393
H45 -11.06892 -13.70711 -4.03786
C25 -8.25940 -18.96962 -3.35389
Cl7 -8.53906 -17.65422 -4.43372
Cl8 -9.75388 -19.40589 -2.73245
H46 -7.80329 -19.81962 -3.86139
H47 -7.71595 -18.59576 -2.48613
C26 -9.28350 -14.25767 -0.22787
Cl9 -10.35809 -13.04254 -0.91603
Cl10 -9.62949 -15.89162 -0.94899
H48 -8.23693 -14.00086 -0.39173
H49 -9.39882 -14.26786 0.85596

Atom charges from the Löwdin analysis, given in e for atoms 1 to 8:
1 C -0.13
2 O 0.00
3 C -0.53
4 O 0.12
5 O 0.01
6 C -0.05
7 H 0.11
8 H 0.10



# 4
Here is a molecular structure, C18H28N2O4PS3Se2TaTe from the OMol25 dataset. Energies are from ωB97M-V/def2-TZVPD.

Total charge: +2
Orbital gap in eV: 6.76
E in a.u.: -7776.60606

Element x y z (Å)
Ta1 -0.04490 -0.17952 -0.54379
C1 2.56529 -2.46771 -2.53101
Se1 1.36796 -0.97701 -2.88277
C2 0.00788 -2.04113 -3.79339
C3 -1.13691 -1.13421 -4.16866
Se2 -1.85392 -0.15393 -2.63622
C4 -3.18398 -1.45677 -2.08031
H1 2.11728 -3.15879 -1.82276
H2 3.49825 -2.06982 -2.14352
H3 2.75075 -2.94950 -3.48824
H4 -0.29783 -2.84401 -3.12488
H5 0.47814 -2.46225 -4.68223
H6 -1.97748 -1.69380 -4.57830
H7 -0.84289 -0.37948 -4.89612
H8 -3.98193 -1.43484 -2.81774
H9 -3.56260 -1.13256 -1.11400
H10 -2.73550 -2.44413 -2.01696
S1 -1.82545 1.11423 0.32908
C5 -2.05884 2.43742 -0.78934
C6 -3.25663 3.14561 -0.83532
C7 -3.38002 4.22525 -1.69259
C8 -4.62594 4.93509 -1.75201
N1 -5.62409 5.49877 -1.80550
C9 -2.29655 4.60899 -2.50031
C10 -1.10246 3.91092 -2.44206
C11 -0.97857 2.82025 -1.58393
S2 0.54393 1.95586 -1.47336
C12 -2.41542 5.72272 -3.39815
N2 -2.50120 6.61668 -4.11251
H11 -4.09245 2.85812 -0.21217
H12 -0.27288 4.21710 -3.06480
C13 -2.18191 -2.99966 1.37950
S3 -0.90991 -3.49345 0.23491
C14 0.43610 -3.77728 1.36612
O1 -0.56310 -2.21123 -0.56639
H13 -2.39299 -3.85375 2.02397
H14 -3.07144 -2.76223 0.79954
H15 -1.83773 -2.14295 1.95599
H16 0.24792 -4.74690 1.82959
H17 0.48353 -2.98813 2.11093
H18 1.35210 -3.83465 0.77953
C15 2.88166 2.81513 3.07713
C16 1.76045 2.06134 3.74129
O2 0.97541 1.30769 2.74605
P1 1.29497 -0.10321 2.20045
O3 -0.01063 -0.59149 1.51511
Te1 2.77090 -0.23937 0.31626
O4 1.64418 -1.03703 3.39610
C17 2.89374 -1.78057 3.62254
C18 3.91492 -0.92060 4.31475
H19 3.38388 3.42814 3.82578
H20 2.49965 3.47322 2.29795
H21 3.62468 2.14747 2.63820
H22 1.02748 2.72454 4.19086
H23 2.10327 1.35489 4.49588
H24 3.24483 -2.14603 2.65618
H25 2.58588 -2.62538 4.23315
H26 4.21015 -0.06931 3.69793
H27 4.80772 -1.51793 4.50231
H28 3.54322 -0.55880 5.27228

Atom charges from the Löwdin analysis, given in e for atoms 1 to 8:
1 Ta 0.81
2 C -0.35
3 Se 0.88
4 C -0.49
5 C -0.47
6 Se 0.99
7 C -0.31
8 H 0.03



# 5
Here is a molecular structure, C14H17BClF6N3O7S4 from the OMol25 dataset. Energies are from ωB97M-V/def2-TZVPD.

Orbital gap in eV: 3.67
E in a.u.: -3911.07583

Element x y z (Å)
C1 -1.31577 4.45235 3.26803
C2 -1.86652 4.62433 1.96795
C3 -2.45222 5.05227 0.47068
C4 -3.04799 3.72533 -0.27830
C5 -2.20187 3.22752 -1.59810
N1 -0.67130 3.31586 -1.40621
N2 -0.10614 2.28065 -0.72502
C6 1.35069 2.31871 -0.51368
C7 1.93992 1.02979 0.38213
C8 1.10557 -0.36094 -0.02410
C9 1.51454 -1.64045 0.97227
S1 2.24525 -3.03177 -0.06398
C10 2.50811 3.36984 -0.98194
S2 4.34571 3.26844 -0.64757
C11 1.80056 4.63861 -1.82000
O1 2.57495 5.77945 -2.36647
B1 2.56942 6.89265 -1.38870
O2 3.82199 7.66640 -1.09564
O3 1.33249 7.25345 -0.63149
C12 0.18706 4.42637 -1.90304
Cl1 -0.73290 5.83000 -2.77688
H1 -0.86033 4.68497 4.34489
H2 -3.38029 5.76910 0.68848
H3 -1.56881 5.58852 -0.07588
H4 -4.18648 3.78713 -0.57273
H5 -2.97627 2.83477 0.51340
H6 -2.56366 3.67919 -2.61499
H7 -2.40949 2.05404 -1.68238
H8 3.06571 0.79483 0.12812
H9 1.73020 1.23170 1.51586
H10 1.38616 -0.57295 -1.15786
H11 -0.05429 -0.23119 0.09374
H12 2.24263 -1.19970 1.77712
H13 0.52133 -2.07101 1.45185
H14 2.83353 -3.91331 0.86131
H15 4.64641 3.51234 0.70204
H16 4.22653 7.25325 -0.27441
H17 1.67638 7.77628 0.17462
C13 0.32175 -6.38169 -1.20898
F1 0.54947 -5.29698 -2.00479
F2 0.54067 -7.48219 -1.98974
F3 1.32026 -6.38713 -0.27477
S3 -1.33739 -6.38509 -0.45297
O4 -2.25853 -6.40572 -1.59216
O5 -1.37867 -5.15611 0.34512
N3 -1.18110 -7.74271 0.34987
S4 -2.48043 -8.10055 1.18519
O6 -3.66367 -8.48752 0.41278
O7 -2.75703 -7.25619 2.34999
C14 -1.86555 -9.66553 1.89161
F4 -0.73652 -9.49045 2.64282
F5 -1.53137 -10.57685 0.92924
F6 -2.77273 -10.28218 2.70365

Atom charges from the Löwdin analysis, given in e for atoms 1 to 8:
1 C 0.04
2 C -0.10
3 C -0.19
4 C -0.17
5 C -0.13
6 N -0.12
7 N 0.15
8 C -0.08